A 2-piece molecular cluster, C2H8N3S overall. Source: the OMol25 dataset; level of theory: ωB97M-V with the def2-TZVPD basis set.

Each line ends with the Löwdin charge.
CARTESIAN COORDINATES (ANGSTROEM)
C: -1.085 -3.325 -0.739  -0.440
C: 0.299 1.877 0.413  -0.034
N: 0.658 0.627 0.030  -0.088
N: -0.997 2.389 0.325  0.161
N: 1.779 -0.030 0.431  0.015
S: -0.894 -1.884 -1.434  0.690
H: -0.596 -3.396 0.224  0.018
H: -1.968 -3.762 -1.046  -0.021
H: 0.926 2.397 1.014  0.112
H: 0.013 -0.090 -0.426  0.022
H: -1.490 1.924 -0.429  0.119
H: -1.368 3.132 0.882  0.120
H: 2.317 0.397 1.247  0.139
H: 2.408 -0.255 -0.493  0.187

Cartesian forces, eV/Å:
C 0.785 3.230 1.241
C -3.914 -2.887 -0.920
N -2.366 2.410 0.216
N 3.344 -2.782 -1.610
N 3.826 -0.610 -1.546
S 0.231 0.184 -0.700
H 0.074 -1.178 -0.122
H -1.222 -2.138 -0.480
H 2.242 1.444 1.586
H 0.396 1.065 0.386
H -0.887 0.589 0.517
H 0.141 0.361 -0.065
H -1.013 -0.541 -1.817
H -1.636 0.853 3.315

Properties
* multiplicity: 1
* energy above the lowest of the compared OMol25 structures with the same formula, charge and spin: 264.1 kJ/mol
* total charge: +1

=====

A 2-piece molecular cluster, C6H13F2N4 overall. Source: the OMol25 dataset; level of theory: ωB97M-V with the def2-TZVPD basis set.

Each line ends with the Löwdin charge.
CARTESIAN COORDINATES (ANGSTROEM)
C: -0.628 0.223 0.323  -0.151
C: -2.768 1.168 1.445  -0.100
C: -1.903 -1.956 -0.216  0.032
C: 3.226 -0.372 -0.071  -0.045
C: -1.327 0.689 1.640  -0.165
C: -0.839 -1.020 -0.614  -0.538
N: 0.901 1.707 -0.712  0.244
N: 0.197 0.967 -0.212  -0.057
N: 3.034 0.987 -1.985  0.158
N: 3.097 0.864 -0.740  -0.020
F: 0.393 -1.635 -0.628  0.055
F: -1.103 -0.624 -1.859  0.121
H: -2.987 2.162 0.879  0.115
H: -3.351 0.340 0.910  0.088
H: -3.114 1.448 2.426  0.063
H: -2.839 -1.500 -0.352  0.078
H: -1.875 -2.745 -0.930  0.096
H: -1.838 -2.431 0.766  0.117
H: 2.706 -1.182 -0.497  0.062
H: 4.314 -0.458 0.009  0.131
H: 2.679 -0.205 0.890  0.121
H: -1.212 -0.137 2.393  0.127
H: -0.729 1.548 2.034  0.122
H: 2.963 1.980 -2.262  0.166
H: 3.000 0.184 -2.640  0.180

Cartesian forces, eV/Å:
C -2.468 -2.190 0.991
C -0.854 0.201 -1.582
C 0.375 -1.137 0.646
C -0.925 0.773 1.137
C 1.137 0.177 -0.535
C -0.047 0.838 2.664
N 0.157 0.190 0.108
N 1.275 2.553 -0.865
N 0.544 -0.395 1.297
N 0.250 1.670 -1.615
F 0.301 -0.412 -0.484
F 0.314 0.541 -1.069
H 1.144 -1.809 0.444
H 0.350 1.320 1.194
H -0.706 -0.573 0.467
H -1.282 0.752 0.064
H 0.075 -0.809 -0.642
H 0.254 0.477 0.007
H -0.118 -1.291 -1.177
H -0.092 -0.419 0.509
H 1.132 -0.115 -0.305
H -0.496 0.722 -0.680
H -0.239 -0.760 -0.317
H 0.071 -0.831 -0.451
H -0.153 0.528 0.195

Properties
* multiplicity: 1
* energy above the lowest of the compared OMol25 structures with the same formula, charge and spin: 0.0 kJ/mol
* total charge: +1